ORCA calculation (ωB97M-V/def2-TZVPD) on a molecular structure, C33H43N6O6PdTe.

ORCA input file:
```
! wB97M-V def2-TZVPD RIJCOSX def2/J DEFGRID3
* xyz 2 6
Pd -0.418 -2.813 1.057
O 0.884 -4.155 -0.261
C 1.718 -5.164 0.353
C 2.978 -4.593 0.969
C 2.731 -3.439 1.950
C 1.798 -3.795 3.073
C 2.289 -4.341 4.253
C 1.420 -4.664 5.279
C 0.064 -4.429 5.107
C -0.360 -3.889 3.911
N 0.480 -3.585 2.913
H 1.379 -3.679 -0.942
H 1.964 -5.918 -0.396
H 1.081 -5.627 1.107
H 3.650 -4.244 0.180
H 3.497 -5.412 1.474
H 2.333 -2.578 1.413
H 3.689 -3.136 2.373
H 3.354 -4.496 4.359
H 1.795 -5.085 6.202
H -0.653 -4.653 5.883
H -1.405 -3.670 3.735
C -5.055 -2.092 2.563
N -4.403 -3.113 1.737
C -5.104 -4.111 1.133
C -4.505 -5.037 0.355
C -3.095 -4.930 0.184
N -2.415 -3.963 0.795
C -3.048 -3.042 1.554
O -2.372 -2.135 2.083
N -2.413 -5.782 -0.580
H -6.104 -2.351 2.666
H -4.962 -1.118 2.089
H -4.585 -2.058 3.542
H -6.170 -4.113 1.314
H -5.078 -5.819 -0.119
H -2.876 -6.518 -1.084
H -1.427 -5.635 -0.724
O -1.813 0.825 1.113
N -2.802 0.366 0.658
O 0.348 -0.970 -0.666
O -3.026 -0.416 -0.210
C 1.205 -0.012 2.715
C 1.173 0.062 1.221
O 1.623 0.989 0.579
N 0.552 -1.032 0.585
Te 1.307 1.608 -2.259
C 2.362 3.348 -2.726
C 1.790 4.345 -3.525
C 0.413 4.249 -4.126
C 2.554 5.479 -3.776
C 3.834 5.639 -3.261
C 4.631 6.881 -3.536
C 4.373 4.616 -2.484
C 3.661 3.462 -2.207
C 4.276 2.385 -1.352
C -0.479 2.457 -1.590
C -0.481 3.538 -0.699
C 0.760 4.132 -0.091
C -1.713 4.093 -0.371
C -2.907 3.617 -0.898
C -4.219 4.240 -0.517
C -2.863 2.530 -1.767
C -1.665 1.928 -2.121
C -1.674 0.758 -3.069
H 0.533 0.753 3.106
H 2.209 0.218 3.069
H 0.883 -0.983 3.084
H 0.184 3.239 -4.474
H 0.332 4.913 -4.984
H -0.357 4.535 -3.407
H 2.136 6.257 -4.405
H 4.123 7.534 -4.242
H 5.611 6.629 -3.942
H 4.796 7.440 -2.613
H 5.376 4.723 -2.089
H 5.301 2.642 -1.092
H 4.306 1.425 -1.875
H 3.721 2.242 -0.422
H 1.512 3.376 0.134
H 0.509 4.638 0.840
H 1.209 4.870 -0.758
H -1.736 4.929 0.319
H -4.092 5.277 -0.211
H -4.668 3.703 0.322
H -4.927 4.207 -1.344
H -3.786 2.145 -2.187
H -2.696 0.449 -3.282
H -1.150 -0.102 -2.644
H -1.204 1.008 -4.024
*
```

DFT total energy (eV): -66899.8616
<S²>: 8.7743
Highest occupied orbital energy (alpha / beta) (eV): -12.68 / -13.07